{
  "formula": "C4H8N2O",
  "method": "ωB97M-V/def2-TZVPD",
  "elements": ["N", "C", "C", "C", "C", "N", "O", "H", "H", "H", "H", "H", "H", "H", "H"],
  "coordinates": [[-0.10131, 1.55924, -1.39495], [-0.70293, 0.57867, -0.50356], [-0.50248, -0.88069, -1.02480], [0.42043, -1.20160, 0.19758], [0.17883, 0.18079, 0.68324], [0.49342, 0.72735, 1.79171], [1.23449, -0.21154, 2.48822], [-0.66927, 1.62755, -2.23675], [-0.10578, 2.47120, -0.94858], [-1.74464, 0.79400, -0.20450], [0.04815, -0.89714, -1.97313], [-1.40253, -1.50500, -1.06312], [1.46130, -1.43341, -0.06546], [0.03714, -1.96799, 0.88811], [1.35516, 0.15858, 3.36599]],
  "forces_ev_per_a": [[-0.2152, 0.1181, 0.0847], [0.0547, -0.2722, 0.2818], [0.2354, -0.1626, 0.1579], [-0.1221, -0.6413, -0.4778], [-0.0825, 0.6596, 0.5707], [-0.6938, -0.0701, -1.2692], [0.5410, -0.4046, 0.6709], [0.1312, 0.0706, 0.1078], [0.0401, -0.0221, -0.1034], [0.2948, 0.0224, -0.0507], [-0.3392, -0.0268, 0.1656], [0.1916, 0.2719, -0.1399], [-0.2649, 0.0523, 0.1869], [0.2309, 0.1853, -0.2069], [-0.0021, 0.2194, 0.0218]],
  "nbo_charge": [-0.8243, -0.0859, -0.4008, -0.4750, 0.2210, -0.1263, -0.5770, 0.3571, 0.3641, 0.1820, 0.2165, 0.2082, 0.2347, 0.2298, 0.4760],
  "molar_mass_g_mol": 100.12,
  "charge": 0,
  "fmax_ev_per_a": 1.45,
  "homo_energy_ev": -9.417,
  "energy_ev": -9302.9176,
  "e_above_lowest_kcal_mol": 80.1
}